1.
A structure of composition C5H8NOS in a non-equilibrium geometry. Source: the OMol25 dataset; level of theory: the ωB97M-V functional and the def2-TZVPD basis.

Geometry as XYZ:
```
16
Properties=species:S:1:pos:R:3:forces:R:3:nbo_charge:R:1
C -1.098 -1.072 0.883 -2.7 -3.7 1.9 -0.02
C -1.808 -0.954 2.081 0.8 1.8 -1.5 -0.38
C -0.339 0.938 1.490 -2.0 0.3 0.2 -0.17
C 2.154 1.180 -1.442 1.9 -0.1 -1.1 0.00
C 0.549 -0.103 -0.434 -0.5 -1.0 0.4 0.21
N -0.376 -0.012 0.578 2.1 0.3 0.1 -0.30
O 1.117 1.006 -0.707 -0.4 1.3 0.0 -0.35
S -1.560 0.649 2.640 1.1 0.5 0.3 0.61
H -0.965 -1.967 0.257 -0.5 0.5 0.4 0.26
H -2.528 -1.443 2.722 0.1 -0.9 -0.8 0.29
H 0.283 1.747 1.225 0.3 1.2 0.7 0.27
H 2.445 2.165 -1.730 -0.3 0.5 0.2 0.20
H -0.723 -0.796 -2.873 0.1 0.2 1.1 0.06
H 2.820 0.362 -1.654 -0.2 -0.4 -0.1 0.18
H -0.612 -0.658 -2.112 -0.5 -0.2 -1.7 -0.07
H 0.641 -1.042 -0.923 0.7 -0.2 -0.2 0.22
```
Forces are in eV/Å.

Its net charge is +1. The value obtained for the energy above the lowest of the compared OMol25 structures with the same formula, charge and spin is 5.4421 eV. As for the HOMO energy (alpha / beta): -12.1 / -12.0 eV. The value obtained for the total energy is -19675.3386 eV. Its lowest unoccupied orbital energy (alpha / beta) is -4.90 / -4.39 eV.

=====

2.
A structure of composition C26H39N9Y. Source: the OMol25 dataset; level of theory: the ωB97M-V functional and the def2-TZVPD basis.

Geometry as XYZ:
```
75
Properties=species:S:1:pos:R:3:forces:R:3:nbo_charge:R:1
Y 0.173 0.049 -0.201 0.1 -0.1 0.6 2.13
C -2.037 -1.565 2.487 0.1 0.0 -0.2 -0.42
C -2.427 -2.058 1.098 0.0 0.0 0.3 -0.23
N -2.030 -1.208 -0.066 0.0 0.1 -0.2 -0.74
C -3.093 -0.267 -0.505 0.0 0.2 0.2 -0.23
C -3.031 1.050 0.243 0.0 -0.2 -0.1 -0.24
N -1.729 1.728 0.013 0.1 -0.1 -0.1 -0.73
C -1.677 2.974 0.830 0.2 0.2 0.0 -0.22
C -0.325 3.678 0.808 0.0 -0.2 0.1 -0.43
C 0.687 3.096 1.787 -0.2 0.1 -0.1 -0.22
N 1.401 1.886 1.285 -0.1 -0.2 -0.1 -0.70
C 2.123 1.223 2.400 0.0 -0.1 0.0 -0.24
C 1.405 -0.053 2.903 0.1 0.1 -0.1 -0.23
N 0.101 -0.280 2.230 0.0 -0.1 0.1 -0.73
C -0.543 -1.506 2.780 -0.2 0.0 0.0 -0.22
H -2.477 -2.274 3.190 0.0 0.0 0.0 0.27
H -2.493 -0.597 2.716 0.0 0.0 0.1 0.21
H -3.509 -2.206 1.078 0.0 0.0 -0.1 0.23
H -1.970 -3.039 0.950 0.0 0.0 -0.1 0.22
H -1.955 -1.883 -0.823 0.1 0.0 -0.1 0.42
H -4.085 -0.704 -0.375 0.0 -0.1 -0.1 0.24
H -2.959 -0.074 -1.574 0.0 -0.1 0.0 0.21
H -3.140 0.882 1.314 0.0 0.0 0.0 0.21
H -3.861 1.687 -0.071 0.0 0.0 0.0 0.24
H -1.759 2.064 -0.950 0.0 0.0 -0.1 0.39
H -1.932 2.714 1.860 0.0 0.0 0.0 0.20
H -2.453 3.659 0.479 0.0 -0.1 0.0 0.23
H -0.494 4.717 1.093 0.0 0.0 0.0 0.27
H 0.083 3.702 -0.206 0.0 0.1 0.0 0.22
H 0.173 2.832 2.714 0.1 0.0 0.0 0.20
H 1.424 3.861 2.042 0.0 -0.1 0.1 0.23
H 2.105 2.246 0.650 0.0 0.0 -0.1 0.39
H 2.247 1.918 3.230 0.0 0.0 0.0 0.24
H 3.134 0.973 2.080 0.0 0.0 0.0 0.21
H 1.252 0.012 3.982 0.0 -0.1 0.0 0.23
H 2.022 -0.937 2.733 0.0 0.0 0.0 0.21
H -0.501 0.491 2.525 0.0 0.0 -0.1 0.39
H -0.407 -1.523 3.864 0.1 0.0 0.0 0.23
H -0.034 -2.382 2.370 0.0 0.0 0.0 0.21
C 2.809 -2.188 -0.321 -0.1 -0.1 0.0 -0.26
N 2.747 -0.721 -0.160 -0.3 0.0 0.0 -0.67
C 3.487 0.004 -1.222 0.0 0.1 -0.1 -0.28
C 2.731 1.195 -1.728 -0.1 0.0 0.0 0.43
N 1.409 1.261 -1.794 0.0 0.0 -0.3 -0.69
C 1.119 2.450 -2.479 0.3 0.2 -0.1 0.13
C -0.088 2.970 -2.944 0.0 0.0 0.1 -0.25
C -0.050 4.180 -3.607 -0.1 -0.1 0.0 -0.17
C 1.157 4.860 -3.823 0.1 0.0 0.0 -0.17
C 2.366 4.335 -3.414 0.1 0.0 0.0 -0.19
C 2.320 3.115 -2.750 -0.4 -0.1 0.0 0.09
N 3.314 2.283 -2.253 0.1 0.0 0.0 -0.49
C 1.727 -2.656 -1.242 0.0 -0.1 0.1 0.41
N 0.602 -1.992 -1.464 0.2 0.3 0.0 -0.68
C -0.128 -2.785 -2.365 0.1 -0.3 -0.1 0.13
C -1.335 -2.563 -3.029 0.0 0.1 0.0 -0.26
C -1.808 -3.564 -3.855 -0.1 0.1 0.0 -0.17
C -1.099 -4.757 -4.047 0.1 -0.1 0.0 -0.17
C 0.121 -4.973 -3.439 0.1 0.0 0.0 -0.19
C 0.588 -3.963 -2.609 -0.3 0.2 0.0 0.10
N 1.764 -3.830 -1.884 0.0 0.0 0.0 -0.48
H 2.661 -2.654 0.657 0.1 0.0 0.0 0.25
H 3.784 -2.520 -0.690 0.0 0.0 0.0 0.24
H 3.206 -0.516 0.719 -0.1 0.1 0.0 0.40
H 3.638 -0.664 -2.074 0.0 0.0 0.0 0.25
H 4.479 0.308 -0.882 0.0 -0.1 0.0 0.24
H -1.015 2.414 -2.856 0.0 0.0 0.0 0.21
H -0.966 4.606 -3.995 0.0 0.0 0.0 0.25
H 1.141 5.803 -4.353 0.0 0.0 0.0 0.26
H 3.301 4.839 -3.622 0.0 0.0 0.0 0.25
H 4.306 2.454 -2.342 0.0 -0.1 0.0 0.45
H -1.860 -1.615 -2.970 0.0 0.0 0.0 0.21
H -2.738 -3.418 -4.388 0.0 0.0 0.0 0.25
H -1.506 -5.513 -4.704 0.0 0.0 0.0 0.26
H 0.691 -5.875 -3.617 0.0 0.0 0.0 0.25
H 2.514 -4.505 -1.861 0.0 0.0 0.0 0.45
```
Forces are in eV/Å.

Its net charge is +3. As for the HOMO energy: -16.7 eV. The value obtained for the total energy is -42031.6668 eV. Its lowest unoccupied orbital energy is -7.83 eV.

=====

3.
An isolated molecule of C6H12O. Source: the OMol25 dataset; level of theory: the ωB97M-V functional and the def2-TZVPD basis.

Geometry as XYZ:
```
19
Properties=species:S:1:pos:R:3:forces:R:3:nbo_charge:R:1
C -2.489 0.300 -0.210 -0.1 -0.3 0.0 -0.42
C -1.664 -0.631 0.255 -0.5 -0.1 -0.2 -0.19
C -0.584 -1.311 -0.550 -0.3 0.0 -0.1 -0.11
O 0.659 -1.408 0.110 -0.1 0.0 0.2 -0.53
C 1.338 -0.181 0.388 0.1 0.3 0.1 0.10
C 1.919 0.454 -0.871 0.0 0.0 -0.1 -0.64
C 0.461 0.816 1.148 0.1 0.2 0.0 -0.67
H -2.389 0.681 -1.225 -0.1 -0.1 0.1 0.19
H -3.234 0.770 0.425 0.0 -0.1 -0.1 0.20
H -1.697 -0.931 1.304 -0.2 0.0 -0.2 0.21
H -0.902 -2.347 -0.707 0.1 0.1 -0.1 0.21
H -0.488 -0.836 -1.540 0.0 0.0 0.2 0.17
H 2.171 -0.501 1.030 -0.2 0.1 -0.1 0.18
H 2.524 -0.265 -1.432 -0.1 0.1 0.1 0.22
H 2.555 1.302 -0.592 -0.1 -0.1 -0.1 0.21
H 1.125 0.835 -1.523 0.1 0.0 0.0 0.20
H -0.493 0.978 0.639 0.7 0.1 0.3 0.24
H 0.921 1.800 1.181 0.4 0.0 0.2 0.21
H 0.263 0.474 2.169 0.0 0.1 -0.2 0.21
```
Forces are in eV/Å.

Its net charge is 0. The value obtained for the energy above the lowest of the compared OMol25 structures with the same formula, charge and spin is 1.7158 eV. As for the HOMO energy: -9.5 eV. As for the SMILES: C=CCOC(C)C. The value obtained for the total energy is -8462.6381 eV. Its lowest unoccupied orbital energy is 1.08 eV.